Density functional theory data (ωB97M-V with the def2-TZVPD basis set) for the molecule C23H29N3O3.

Geometry as ORCA input:
```
! RIJCOSX wB97M-V def2-TZVPD def2/J DEFGRID3
* xyz 0 1
O -1.51009 4.01114 1.57972
O -3.78201 3.05654 -1.00231
O 7.99256 0.63602 -0.00229
N -1.18237 2.84661 -0.35543
N 0.04115 2.36977 -0.06248
N 5.67621 -0.67084 0.06803
C -4.09119 1.78047 -0.59461
C 6.55445 -1.02662 -1.02987
C -4.20433 -0.03769 0.96124
C 3.86114 0.79977 0.75822
C -3.29020 3.96073 -0.04189
C -5.07069 -2.32715 0.37389
C -5.66451 -3.11653 -0.79591
C -1.89707 3.61454 0.50722
C -4.63599 0.94624 -1.56493
C -3.87714 1.27660 0.68076
C 4.45842 -0.07891 -0.15969
C 1.91156 1.03534 -0.64622
C 2.62055 1.33953 0.52028
C 0.60887 1.59345 -0.89629
C -4.95626 -0.36348 -1.26685
C 7.43214 0.51368 1.29256
C -3.78129 -3.03065 0.82082
C -4.74560 -0.88845 0.00360
C 6.36601 -0.59479 1.33068
C -6.09049 -2.33306 1.52115
C 3.74076 -0.38476 -1.32694
C 7.99516 -0.58122 -0.70504
C 2.50156 0.16308 -1.56341
H -6.99841 -1.81512 1.21930
H 6.53483 -2.11035 -1.21379
H 8.52618 -1.35564 -0.13248
H -5.37507 -0.97111 -2.05195
H 6.84707 -1.56590 1.50132
H -4.80209 1.34450 -2.55410
H 0.11854 1.31372 -1.84082
H 4.38086 1.08373 1.65964
H -4.01989 -0.39633 1.96225
H 6.99559 1.48989 1.51735
H -5.87954 -4.13359 -0.47420
H -3.22433 4.92372 -0.55867
H -3.34638 -2.54581 1.69019
H -1.62037 2.57844 -1.24205
H -6.59476 -2.66894 -1.13777
H -4.96597 -3.16886 -1.62777
H -3.97892 4.07130 0.80432
H 8.54746 -0.39516 -1.62749
H 6.22136 -0.50886 -1.93117
H -5.69533 -1.84062 2.40503
H 4.14999 -1.08068 -2.04286
H 1.97164 -0.09713 -2.46931
H 5.66275 -0.42959 2.14419
H -3.04607 -3.01356 0.01887
H -3.44864 1.88676 1.46045
H 8.22399 0.29898 2.02657
H -3.98922 -4.06748 1.07679
H 2.17194 2.02010 1.22614
H -6.34851 -3.35580 1.78797
*
```

Computed properties:
Total energy in eV: -34933.289
ΔE to the lowest compared entry with this formula, charge and spin in kJ/mol: 423.5
Lowest unoccupied orbital energy in eV: 0.642
Structure (SMILES): CC(C)(C)c1ccc(OCC(=O)N/N=C/c2ccc(N3CCOCC3)cc2)cc1

Mulliken atomic charge list, values in e, 8 entries: O -0.61; O -0.57; O -0.41; N 0.23; N -0.64; N 0.07; C 0.60; C -0.90

=====

Density functional theory data (ωB97M-V with the def2-TZVPD basis set) for the molecule C23H29N3O3.

Geometry as ORCA input:
```
! RIJCOSX wB97M-V def2-TZVPD def2/J DEFGRID3
* xyz 0 1
O -0.78109 -1.58732 -0.20812
O -1.79360 -0.02487 -2.52165
O 1.38694 -0.61132 -4.00724
N 2.94081 1.73659 4.04516
N -2.53878 -0.27446 0.40634
N 0.19009 0.58140 -1.65733
C -3.54285 -1.30591 0.62535
C 0.44555 -1.10084 -5.96417
C -0.51420 0.79320 -0.39295
C 0.06384 -0.35784 -3.89946
C 1.11167 2.42224 2.61721
C 0.29162 2.19738 1.53091
C -1.30693 -0.50302 -0.09474
C 3.85631 0.71150 4.48270
C 1.60516 -1.05782 -5.24878
C -0.56192 -0.65286 -5.08605
C -2.96628 -3.67565 0.51606
C 1.96535 2.35225 -1.42661
C 1.55703 0.95592 -1.79917
C -0.57866 0.07830 -2.65243
C 2.17067 0.31168 2.23714
C 2.63039 2.79581 4.97574
C -4.13926 -3.42459 -0.42506
C 1.93796 1.94491 -2.86466
C -4.04278 -1.92602 -0.69758
C 0.39990 1.04044 0.77204
C 1.34461 0.09614 1.15547
C -3.01963 -2.48402 1.47061
C 2.08723 1.48922 2.99447
H 2.91511 2.48517 -0.93277
H 1.62234 2.69273 5.39384
H -4.08010 -4.01405 -1.33844
H -0.44824 2.94312 1.27188
H -1.60926 -0.55408 -5.28225
H -2.90993 0.65272 0.27423
H 2.70737 3.77043 4.48716
H 4.48951 0.39504 3.65223
H 2.87847 -0.45761 2.49722
H 2.86983 1.79448 -3.38696
H 2.26418 0.16017 -1.58745
H 0.32556 -1.41486 -6.98058
H -4.36091 -0.80525 1.15245
H 1.14892 2.34251 -3.48538
H -5.08083 -3.65773 0.07811
H -2.04512 -2.25677 1.89603
H 3.34333 2.77724 5.79658
H -3.03458 -4.62957 1.03761
H 4.50430 1.11622 5.25744
H -3.29998 -1.73073 -1.47118
H -4.99071 -1.49477 -1.01758
H 1.20028 3.02924 -1.08202
H 3.34017 -0.16853 4.88662
H -3.71640 -2.68306 2.28645
H -2.03381 -3.63868 -0.04509
H 1.41119 -0.83239 0.60973
H 2.61409 -1.31475 -5.50700
H -1.21096 1.63454 -0.51369
H 0.98703 3.33877 3.16961
*
```

Computed properties:
Total energy in eV: -34933.827
ΔE to the lowest compared entry with this formula, charge and spin in kJ/mol: 371.5
Lowest unoccupied orbital energy in eV: 0.741
Structure (SMILES): CN(C)c1ccc([C@H](C(=O)NC2CCCC2)N(C(=O)c2ccco2)C2CC2)cc1

Mulliken atomic charge list, values in e, 8 entries: O -0.67; O -0.70; O -0.25; N 0.08; N -0.07; N 0.23; C -0.02; C -0.55

=====

Density functional theory data (ωB97M-V with the def2-TZVPD basis set) for the molecule C23H29N3O4S.

Geometry as ORCA input:
```
! RIJCOSX wB97M-V def2-TZVPD def2/J DEFGRID3
* xyz 0 1
S 3.35046 -3.79381 -3.30938
O -0.07776 4.18911 -1.00299
O -1.79597 -0.67884 2.46637
O -0.67815 0.41163 4.88061
O -2.29363 3.98583 -1.27372
N 2.25329 -2.69368 0.21002
N 3.01275 -3.26611 -0.72836
N 1.27253 -2.69939 -2.10630
C 0.38725 -1.59590 1.96684
C -1.15259 3.84032 -0.57850
C -1.82453 1.13054 4.47167
C 0.00403 -0.37769 4.00340
C 1.70771 -1.85977 2.33803
C 0.62086 -2.30701 -3.32747
C -2.22629 -0.96795 1.15992
C -0.77945 1.11499 -4.52187
C 1.30564 -0.68924 4.39068
C 0.31116 -0.80981 -3.31696
C 4.31062 -3.83358 -0.44587
C 2.60490 -2.53962 1.42893
C -0.47913 -0.89310 2.78281
C -0.25435 2.95323 1.54241
C -2.76908 2.18590 2.40200
C 2.14653 -1.42819 3.58709
C -2.16466 4.59875 -2.54742
C -1.65646 1.90551 3.18999
C -1.36461 3.19830 0.73882
C -0.41616 -0.36398 -4.58213
C -0.40087 2.32053 2.76124
C 2.50550 -3.22064 -2.01107
C -2.63063 2.82750 1.18861
H 1.64163 -0.31108 5.34350
H 0.22084 -0.54985 -5.44860
H -3.74779 1.87906 2.74111
H -0.30902 -0.57974 -2.44527
H -1.47711 4.02888 -3.17617
H -1.32527 -0.95734 -4.70481
H 1.24475 -0.25234 -3.21707
H 0.90168 -2.34376 -1.23239
H 3.15366 -1.64032 3.91217
H 3.56633 -2.85583 1.83390
H 0.71859 3.25994 1.18959
H -3.49390 3.03263 0.57520
H 5.00229 -3.05794 -0.10867
H -2.00908 1.82170 5.30354
H -1.62716 -0.43258 0.41644
H -2.19963 -2.04258 0.95341
H -1.28465 1.42230 -5.43444
H -1.44101 1.30955 -3.67959
H -1.78068 5.61548 -2.44159
H 4.68747 -4.27733 -1.36478
H -0.30825 -2.87845 -3.44136
H -2.68703 0.45911 4.38246
H 0.05340 -1.97843 1.01755
H 0.46661 2.13503 3.37675
H 0.11541 1.72170 -4.40187
H -3.25640 -0.61878 1.10806
H 1.28591 -2.56043 -4.15653
H -3.16094 4.61033 -2.98194
H 4.22048 -4.60269 0.32395
*
```

Computed properties:
Total energy in eV: -47816.402
ΔE to the lowest compared entry with this formula, charge and spin in kJ/mol: 271.9
Lowest unoccupied orbital energy in eV: 0.233
Structure (SMILES): CCCCNC(=S)N(C)/N=C/c1ccc(OCc2ccc(C(=O)OC)cc2)c(OC)c1

Mulliken atomic charge list, values in e, 8 entries: S -0.51; O -0.62; O -0.40; O -0.45; O -0.29; N -0.11; N -0.16; N 0.01

=====

Density functional theory data (ωB97M-V with the def2-TZVPD basis set) for the molecule C23H29N3O5S.

Geometry as ORCA input:
```
! RIJCOSX wB97M-V def2-TZVPD def2/J DEFGRID3
* xyz 0 1
S 0.73679 2.95894 -3.74571
O 1.32060 -4.60524 3.00710
O -1.13118 1.08383 0.60037
O 1.15600 4.28447 -4.11006
O -0.41595 -3.57287 3.97882
O 0.69422 1.96566 -4.77408
N 0.16201 -0.53185 1.45759
N 1.82871 2.44899 -2.59773
N -1.42725 0.85928 -2.97340
C -1.23041 4.47782 -2.68000
C -0.02996 0.56598 0.69169
C 0.22329 -3.84278 2.99673
C -3.33298 3.77787 -1.76406
C 2.11840 1.04877 -2.44594
C -2.45652 4.78128 -2.06994
C 1.08287 -2.72429 0.91107
C -3.88973 1.36930 -1.77612
C 2.60088 -4.04912 5.00678
C 0.92539 2.62851 -0.31294
C -3.01784 2.43848 -2.06543
C 1.15934 1.12966 -0.08820
C -2.26801 -0.10108 -2.70628
C -0.11587 -3.40935 1.57721
C -0.88569 3.18670 -2.96847
C -1.32882 -2.47717 1.55576
C 1.34095 -1.35801 1.55473
C 1.20575 0.37245 -1.42518
C -3.52166 0.09412 -2.10483
C -0.97482 -1.11414 2.14795
C 1.87279 3.19729 -1.36850
C 1.76675 -5.09095 4.27559
C -1.76989 2.12536 -2.68121
H -4.83506 1.57627 -1.29448
H 2.09894 1.00066 0.45590
H 1.61407 4.22848 -1.61143
H 0.89383 -5.36674 4.87580
H 1.54446 -0.65281 -1.26754
H -2.14210 -2.91423 2.13500
H -0.53624 5.26060 -2.94231
H 2.98242 -4.47265 5.93106
H -2.69692 5.80969 -1.84752
H 0.86223 -2.58608 -0.14916
H 3.43835 -3.73416 4.38843
H -0.72830 -1.22660 3.20742
H 2.19566 -0.88185 1.07896
H 1.98411 0.59455 -3.42758
H 3.16998 0.95782 -2.14611
H 2.90476 3.17717 -0.99712
H -1.81264 -0.42398 2.04402
H 1.97070 -3.34995 1.00338
H -1.93398 -1.09800 -2.96774
H -1.66135 -2.34550 0.52458
H 1.57357 -1.49814 2.61819
H 1.98872 -3.18281 5.24579
H -0.34430 -4.33046 1.02888
H -0.10972 2.76898 -0.62433
H -4.16191 -0.74993 -1.90018
H 0.20192 0.34609 -1.84926
H -4.28054 3.99290 -1.29122
H 1.06321 3.16209 0.62975
H 2.35794 -5.97932 4.04550
*
```

Computed properties:
Total energy in eV: -49865.758
ΔE to the lowest compared entry with this formula, charge and spin in kJ/mol: 55.1
Lowest unoccupied orbital energy in eV: -0.139
Structure (SMILES): CCOC(=O)C1CCN(C(=O)C2CCN(S(=O)(=O)c3cccc4cccnc34)CC2)CC1

Mulliken atomic charge list, values in e, 8 entries: S 1.53; O -0.33; O -0.70; O -0.77; O -0.61; O -0.72; N 0.06; N 0.19

=====

> The lowest ΔE to the lowest compared entry with this formula, charge and spin belongs to which entry?

C23H29N3O5S

=====

> Look up the total energy of the third one.

-47816.402 eV